Entry from the Open Molecules 2025 dataset: a cluster of 8 separate species, C38H66O17S in total (ωB97M-V/def2-TZVPD).

- charge = 0
- highest occupied orbital energy (eV) = -7.84
- gap between HOMO and LUMO (Eh) = 0.307

CARTESIAN COORDINATES (ANGSTROEM)
C -2.568 -11.139 -2.741
C -1.933 -10.392 -3.635
O -1.114 -9.567 -4.469
S -1.756 -7.955 -4.489
O -2.165 -7.562 -3.084
O -0.456 -7.038 -5.056
C -0.258 -5.808 -4.290
C 0.835 -6.106 -3.146
C 1.118 -7.515 -2.502
C 2.245 -7.673 -1.411
C 3.149 -6.467 -0.919
C 2.843 -5.044 -1.542
C 1.711 -4.872 -2.624
C 1.431 -3.383 -3.227
H -3.468 -11.580 -2.159
H -1.224 -5.303 -3.923
H 0.240 -5.050 -5.026
H 0.507 -8.432 -2.821
H 2.418 -8.716 -0.959
H 3.980 -6.582 -0.138
H 3.479 -4.133 -1.197
H 1.469 -3.425 -4.383
H 2.271 -2.673 -2.894
H 0.418 -2.963 -2.859
O -0.657 0.119 -5.771
C -1.382 -0.758 -6.192
O -0.863 -1.949 -6.542
C -1.641 -3.109 -6.874
C -2.052 -3.089 -8.331
C -2.845 -0.504 -6.414
H -2.494 -3.216 -6.197
H -0.996 -3.973 -6.694
H -2.686 -2.231 -8.562
H -2.596 -4.002 -8.591
H -1.171 -3.012 -8.974
H -2.980 -0.010 -7.380
H -3.208 0.152 -5.620
H -3.461 -1.401 -6.375
O -0.480 -0.257 -2.077
C -0.189 0.925 -2.125
O 0.006 1.617 -0.987
C 0.525 2.957 -0.926
C -0.581 3.974 -1.118
C -0.134 1.649 -3.439
H 1.348 3.092 -1.633
H 0.955 3.078 0.073
H -1.052 3.881 -2.098
H -0.191 4.991 -1.016
H -1.369 3.824 -0.374
H -1.146 1.945 -3.727
H 0.270 0.971 -4.190
H 0.515 2.523 -3.436
O 1.766 2.854 3.283
C 0.727 2.221 3.290
O -0.338 2.680 3.970
C -1.656 2.109 3.898
C -1.794 0.946 4.860
C 0.642 0.881 2.622
H -1.911 1.837 2.870
H -2.353 2.900 4.188
H -1.105 0.136 4.619
H -2.815 0.551 4.841
H -1.561 1.263 5.881
H 1.042 0.118 3.295
H 1.242 0.908 1.710
H -0.365 0.603 2.316
O 0.153 1.301 6.626
C 0.434 2.291 7.277
O 0.379 2.250 8.622
C 0.860 3.293 9.487
C -0.192 4.366 9.677
C 0.754 3.592 6.600
H 1.810 3.695 9.127
H 1.071 2.822 10.451
H -0.448 4.854 8.736
H 0.158 5.128 10.379
H -1.116 3.929 10.066
H -0.178 4.099 6.341
H 1.315 3.380 5.688
H 1.378 4.257 7.195
O -4.117 3.216 -0.840
C -4.458 3.952 0.064
O -3.736 4.008 1.202
C -3.947 4.970 2.249
C -5.036 4.508 3.196
C -5.732 4.741 -0.030
H -4.143 5.964 1.837
H -3.004 5.046 2.797
H -5.996 4.402 2.690
H -5.155 5.216 4.022
H -4.789 3.526 3.610
H -6.571 4.101 0.252
H -5.861 5.069 -1.064
H -5.740 5.643 0.579
O 2.217 5.561 -1.991
C 3.245 5.378 -2.612
O 3.229 5.368 -3.958
C 4.405 5.342 -4.785
C 4.898 3.922 -4.980
C 4.528 5.070 -1.895
H 5.179 6.005 -4.389
H 4.111 5.756 -5.753
H 5.188 3.460 -4.035
H 5.758 3.903 -5.655
H 4.106 3.299 -5.405
H 4.554 4.005 -1.650
H 4.559 5.652 -0.972
H 5.423 5.336 -2.454
O 2.641 -5.020 1.792
C 2.301 -4.271 2.685
O 3.023 -4.198 3.820
C 2.814 -3.222 4.855
C 1.729 -3.671 5.812
C 1.025 -3.485 2.581
H 2.617 -2.235 4.429
H 3.760 -3.140 5.397
H 0.767 -3.783 5.310
H 1.613 -2.951 6.627
H 1.977 -4.647 6.238
H 0.187 -4.122 2.873
H 0.895 -3.172 1.543
H 1.016 -2.575 3.177

---

Entry from the Open Molecules 2025 dataset: a cluster of 2 separate species, C5H16NO2 in total (ωB97M-V/def2-TZVPD).

- charge = +1
- highest occupied orbital energy (eV) = -14.66
- energy above the lowest of the compared OMol25 structures with the same formula, charge and spin (kJ/mol) = 81.8
- gap between HOMO and LUMO (Eh) = 0.425

CARTESIAN COORDINATES (ANGSTROEM)
C 0.111 2.726 0.100
O -0.846 3.575 -0.482
C 0.480 1.580 -0.804
N 1.358 0.587 -0.084
H -0.298 2.350 1.090
H 0.958 3.371 0.347
H -1.692 3.108 -0.487
H -0.385 0.990 -1.110
H 1.029 1.937 -1.682
H 1.170 0.601 0.914
H 2.360 0.740 -0.230
H 1.133 -0.408 -0.406
C -1.523 -1.371 0.594
C -0.451 -2.378 0.177
C 0.462 -2.799 1.305
O 0.394 -1.812 -0.888
H -2.190 -1.073 -0.226
H -1.088 -0.432 0.966
H -2.158 -1.802 1.385
H -0.957 -3.239 -0.287
H -0.127 -3.312 2.087
H 0.879 -1.913 1.798
H 1.275 -3.454 0.943
H -0.109 -1.855 -1.710

---

Entry from the Open Molecules 2025 dataset: a cluster of 3 separate species, C4H15NO2 in total (ωB97M-V/def2-TZVPD).

- charge = 0
- highest occupied orbital energy (eV) = -9.50
- energy above the lowest of the compared OMol25 structures with the same formula, charge and spin (kJ/mol) = 159.2
- SMILES = CCNCC.O.O
- gap between HOMO and LUMO (Eh) = 0.382

CARTESIAN COORDINATES (ANGSTROEM)
C -1.946 1.338 1.178
C -0.868 0.270 1.575
N -0.127 -0.241 0.466
C 0.554 -1.528 0.724
C 1.207 -1.787 -0.704
H -2.694 0.882 0.516
H -2.380 1.853 2.154
H -1.482 2.203 0.599
H -1.349 -0.641 2.094
H -0.215 0.748 2.376
H -0.888 -0.461 -0.232
H -0.044 -2.332 1.210
H 1.416 -1.253 1.447
H 1.856 -0.973 -1.007
H 0.504 -1.906 -1.482
H 1.781 -2.698 -0.629
O -0.293 0.237 -2.891
H -0.022 0.431 -3.781
H 0.259 1.036 -2.531
O 1.484 1.803 -0.635
H 0.843 1.206 -0.075
H 2.405 1.812 -0.373

---

Entry from the Open Molecules 2025 dataset: the ion C2HClF3O2S with charge -1 (ωB97M-V/def2-TZVPD).

- charge = -1
- highest occupied orbital energy (eV) = -3.67
- energy above the lowest of the compared OMol25 structures with the same formula, charge and spin (kJ/mol) = 12.8
- gap between HOMO and LUMO (Eh) = 0.266

CARTESIAN COORDINATES (ANGSTROEM)
C -0.342 0.638 -0.067
C 0.576 -0.220 -1.166
O 0.057 0.243 2.826
O -1.562 -1.151 1.591
F 0.444 0.148 -2.461
F 0.215 -1.497 -1.044
F 1.925 -0.242 -0.939
S -0.211 -0.612 1.669
Cl 0.232 2.252 -0.082
H -1.335 0.441 -0.327

---

Copy entry 2 word for word.
Entry from the Open Molecules 2025 dataset: a cluster of 2 separate species, C5H16NO2 in total (ωB97M-V/def2-TZVPD).

- charge = +1
- highest occupied orbital energy (eV) = -14.66
- energy above the lowest of the compared OMol25 structures with the same formula, charge and spin (kJ/mol) = 81.8
- gap between HOMO and LUMO (Eh) = 0.425

CARTESIAN COORDINATES (ANGSTROEM)
C 0.111 2.726 0.100
O -0.846 3.575 -0.482
C 0.480 1.580 -0.804
N 1.358 0.587 -0.084
H -0.298 2.350 1.090
H 0.958 3.371 0.347
H -1.692 3.108 -0.487
H -0.385 0.990 -1.110
H 1.029 1.937 -1.682
H 1.170 0.601 0.914
H 2.360 0.740 -0.230
H 1.133 -0.408 -0.406
C -1.523 -1.371 0.594
C -0.451 -2.378 0.177
C 0.462 -2.799 1.305
O 0.394 -1.812 -0.888
H -2.190 -1.073 -0.226
H -1.088 -0.432 0.966
H -2.158 -1.802 1.385
H -0.957 -3.239 -0.287
H -0.127 -3.312 2.087
H 0.879 -1.913 1.798
H 1.275 -3.454 0.943
H -0.109 -1.855 -1.710

---

> The highest charge belongs to which entry?

C5H16NO2

---

> What is the highest occupied orbital energy in the first record?

-7.84 eV

---

> Which of these has the lowest gap between HOMO and LUMO?

C2HClF3O2S